Entry 1:
The following is a DFT calculation (the ωB97M-V functional and the def2-TZVPD basis) of C27H44BrNP2PdS as an isolated structure.

Output
* ⟨S²⟩: 6.05
* spin multiplicity: 5
* HOMO-LUMO gap (spin up / spin down): 6.87 / 3.99 eV
* total energy: -133092.092 eV
* net charge: +4
* max |F|: 4.3 eV/Å
* LUMO (spin up / spin down): -12.152 / -14.862 eV
* highest occupied orbital energy (spin up / spin down): -0.699 / -0.693 Ha

Cartesian coordinates (Å):
C  -0.62539  7.39819  -6.22756
C  -0.80598  6.02906  -6.48598
C  -1.10809  5.61395  -7.79112
C  -1.22771  6.58722  -8.78624
N  -1.05621  7.88099  -8.53215
C  -0.76795  8.28810  -7.29846
C  -0.67245  5.03534  -5.46842
C  -0.59755  4.16061  -4.62300
C  -0.50793  3.15998  -3.61654
C  0.55405  3.18223  -2.70054
C  0.62933  2.22031  -1.69324
C  -0.31211  1.19884  -1.69922
C  -1.40518  1.16869  -2.55353
C  -1.49602  2.16428  -3.52848
Pd  -0.24881  -0.25112  -0.20742
P  1.78387  -0.93205  -0.95192
H  -1.22152  4.55913  -8.03160
H  -0.35693  7.76564  -5.23928
H  -1.46346  6.28804  -9.80661
H  -0.63717  9.35883  -7.14348
H  -2.32900  2.16555  -4.23050
H  1.31053  3.96337  -2.78424
H  -2.16485  0.40010  -2.43491
H  1.38483  2.28779  -0.91514
C  2.24168  -2.56482  -0.27764
C  3.14524  -3.45106  -1.13523
H  1.26976  -3.04759  -0.08376
H  2.68763  -2.37054  0.70835
H  3.34969  -4.37740  -0.59016
H  2.69127  -3.73705  -2.08751
H  4.11379  -2.99598  -1.35945
C  1.69432  -1.20306  -2.76900
C  2.76421  -0.50765  -3.60169
H  0.68237  -0.88628  -3.05946
H  1.73101  -2.28815  -2.93229
H  2.57043  -0.69112  -4.66645
H  2.77842  0.57739  -3.44580
H  3.76770  -0.89505  -3.38727
C  3.18688  0.19088  -0.57083
C  4.59336  -0.40699  -0.64402
H  2.98195  0.54713  0.45037
H  3.10780  1.06402  -1.23300
H  5.33124  0.37600  -0.42932
H  4.74083  -1.20492  0.08973
H  4.84102  -0.81323  -1.63045
Br  -1.16686  -2.46543  0.50160
P  -2.63596  -3.44330  -4.14691
C  -0.78734  -3.54020  -4.08313
C  -0.27678  -4.96530  -4.29458
H  -0.46964  -3.14052  -3.10794
H  -0.40566  -2.87223  -4.86978
H  0.79570  -4.94178  -4.52263
H  -0.42993  -5.57843  -3.39871
H  -0.79036  -5.45946  -5.12847
C  -3.02830  -3.12240  -2.36715
C  -4.43290  -3.62712  -2.04521
H  -2.92753  -2.04587  -2.15618
H  -2.27422  -3.62147  -1.73885
H  -4.55008  -3.72134  -0.96156
H  -5.19273  -2.93475  -2.42478
H  -4.61094  -4.60705  -2.50285
C  -2.84194  -1.72237  -4.82422
C  -3.06164  -1.71502  -6.33928
H  -1.95464  -1.13021  -4.54881
H  -3.71299  -1.28659  -4.31084
H  -3.44189  -0.73229  -6.64214
H  -2.12716  -1.90730  -6.88062
H  -3.79236  -2.47344  -6.64671
C  -2.98033  1.29936  1.37183
S  -1.22241  1.62218  1.20871
C  -0.71134  1.22839  2.88576
H  -3.31400  0.69221  0.52727
H  -3.50688  2.26417  1.40294
H  -3.13308  0.77428  2.31842
H  -0.99279  2.09142  3.50086
H  -1.23535  0.32737  3.20318
H  0.37045  1.06117  2.90205

Atom charges from the Mulliken analysis, given in e for atoms 1 to 5:
1 C -0.24
2 C 0.49
3 C -0.21
4 C -0.26
5 N -0.43



Entry 2:
The following is a DFT calculation (the ωB97M-V functional and the def2-TZVPD basis) of C27H44MnN3P3S as an isolated structure.

Output
* ⟨S²⟩: 6.19
* spin multiplicity: 5
* HOMO-LUMO gap (spin up / spin down): 6.17 / 2.96 eV
* total energy: -103178.465 eV
* net charge: +3
* max |F|: 3.0 eV/Å
* LUMO (spin up / spin down): -9.068 / -12.284 eV
* highest occupied orbital energy (spin up / spin down): -0.560 / -0.560 Ha

Cartesian coordinates (Å):
Mn  0.12109  -0.05777  -0.02665
P  -0.56890  -2.21575  -0.84795
P  0.64853  -0.23532  2.28635
P  2.37740  -0.55159  -0.65466
H  -0.39523  2.50036  -0.27778
C  0.30512  1.86174  -0.83485
C  -0.23287  0.98050  -1.86197
H  -1.30600  1.04755  -2.08849
C  -2.34403  -2.60054  -1.06136
C  -0.06409  -3.62585  0.21239
C  0.03756  -2.62026  -2.52590
C  1.22431  1.38909  2.90168
C  -0.61633  -0.62806  3.54920
C  1.92046  -1.45540  2.81235
C  2.74521  -0.31763  -2.43661
C  3.11346  -2.21786  -0.42212
C  3.55446  0.45648  0.33058
H  1.31987  2.26615  -0.92830
H  0.38843  0.63547  -2.69538
H  -2.86004  -1.77110  -1.55881
H  -2.82236  -2.78546  -0.09159
H  -2.43742  -3.50257  -1.68319
H  -0.45613  -3.48888  1.22989
H  1.02555  -3.73354  0.26965
H  -0.50021  -4.54522  -0.20347
H  -0.15135  -1.77066  -3.19544
H  -0.53481  -3.48287  -2.89577
H  1.10747  -2.85733  -2.54228
H  1.46853  1.31494  3.97012
H  0.40893  2.11330  2.77403
H  2.09847  1.74577  2.34445
H  -0.18578  -0.52908  4.55623
H  -0.96102  -1.66314  3.43459
H  -1.47331  0.04598  3.44843
H  1.96043  -1.48177  3.91054
H  2.91973  -1.22039  2.43705
H  1.63994  -2.45531  2.45641
H  3.78508  -0.61014  -2.63350
H  2.62290  0.72684  -2.74840
H  2.08334  -0.93642  -3.05483
H  4.16281  -2.14192  -0.73926
H  2.62900  -2.98577  -1.03467
H  3.09108  -2.52804  0.62796
H  4.54951  0.40742  -0.12878
H  3.62027  0.07611  1.35520
H  3.26357  1.51215  0.39726
C  4.75985  4.05167  -2.72915
C  5.69295  4.86070  -2.05625
C  6.09448  6.07652  -2.62386
C  5.58934  6.46084  -3.87335
C  4.73676  5.60954  -4.58895
C  4.33780  4.39566  -4.02507
S  4.03572  2.66158  -1.96128
H  2.74241  3.12570  -1.73626
H  6.03941  4.54836  -1.07592
H  6.77695  6.73174  -2.07602
H  5.84305  7.44228  -4.28287
H  4.35998  5.89605  -5.57151
H  3.65261  3.72785  -4.53743
N  -9.24332  -4.06151  3.84312
C  -8.40465  -3.36284  3.41158
C  -7.34749  -2.55537  2.86349
C  -6.12578  -2.46181  3.55040
C  -5.05086  -1.76859  2.98019
C  -5.23495  -1.12282  1.75551
C  -6.46452  -1.16817  1.08165
C  -7.50853  -1.92481  1.62267
N  -4.14688  -0.41535  1.18206
C  -4.22308  0.63564  0.26193
C  -2.94385  1.02315  0.00307
N  -2.05423  0.16284  0.64305
C  -2.82078  -0.67241  1.35203
H  -6.01706  -2.91777  4.53160
H  -4.09277  -1.69858  3.49619
H  -6.59133  -0.65805  0.12375
H  -8.45720  -2.00987  1.09269
H  -5.15773  1.00480  -0.12433
H  -2.57872  1.82303  -0.62020
H  -2.48022  -1.50423  1.95506

Atom charges from the Mulliken analysis, given in e for atoms 1 to 5:
1 Mn 0.38
2 P 1.06
3 P 1.04
4 P 1.61
5 H 0.44



Entry 3:
The following is a DFT calculation (the ωB97M-V functional and the def2-TZVPD basis) of C27H44N3OP3Rh as an isolated structure.

Output
* ⟨S²⟩: 6.03
* spin multiplicity: 5
* HOMO-LUMO gap (spin up / spin down): 5.90 / 3.17 eV
* total energy: -66076.336 eV
* net charge: +3
* max |F|: 3.0 eV/Å
* LUMO (spin up / spin down): -7.986 / -12.256 eV
* highest occupied orbital energy (spin up / spin down): -0.510 / -0.567 Ha

Cartesian coordinates (Å):
Rh  0.18203  -0.00702  -0.21081
P  0.52922  -2.03135  -1.15094
P  2.51527  0.00931  0.44012
P  -2.17230  0.30677  -0.59303
H  1.50029  2.17335  -1.17940
C  0.45434  2.06369  -0.87993
C  0.11202  2.11220  0.49873
H  0.87896  2.36235  1.23166
C  1.25837  -1.58606  -2.77225
C  1.67888  -3.35333  -0.57257
C  -0.97717  -3.01823  -1.47731
C  3.13751  1.50178  1.31415
C  3.15530  -1.25463  1.61998
C  3.71022  -0.03423  -0.96549
C  -2.97278  1.93371  -0.25610
C  -3.26934  -0.89430  0.22323
C  -2.65921  0.18219  -2.34867
H  -0.29982  2.31603  -1.62817
H  -0.89963  2.38554  0.80657
H  1.06597  -2.39137  -3.49298
H  2.33974  -1.42246  -2.68238
H  0.81723  -0.64085  -3.10285
H  1.64995  -4.20543  -1.27253
H  1.38529  -3.73740  0.41384
H  2.72112  -3.01106  -0.52265
H  -0.70883  -3.95772  -1.98280
H  -1.69408  -2.48039  -2.10585
H  -1.46159  -3.28383  -0.52703
H  4.23231  1.44711  1.39538
H  2.71511  1.55280  2.32454
H  2.87673  2.41831  0.77686
H  4.25508  -1.23073  1.61337
H  2.82894  -2.26518  1.36488
H  2.80565  -1.02827  2.63499
H  4.69441  0.30595  -0.61523
H  3.37048  0.64396  -1.75615
H  3.81912  -1.03954  -1.38380
H  -3.93116  1.99375  -0.78997
H  -2.34899  2.76645  -0.59734
H  -3.16704  2.04709  0.81535
H  -4.30990  -0.68204  -0.06881
H  -3.16707  -0.79140  1.31202
H  -3.01115  -1.91837  -0.07583
H  -3.56773  0.76694  -2.54899
H  -2.83045  -0.85342  -2.66277
H  -1.84731  0.61881  -2.93585
C  -0.77421  0.83754  -5.60435
C  -0.03673  0.43395  -6.73323
C  -0.05510  1.26774  -7.85912
C  -0.84705  2.42740  -7.88746
C  -1.62444  2.76772  -6.77432
C  -1.59456  1.97622  -5.62103
O  -0.62647  0.19344  -4.39242
H  -0.59560  -0.78913  -4.49711
H  0.54584  -0.49524  -6.70277
H  0.55748  0.98919  -8.72671
H  -0.87703  3.05510  -8.78788
H  -2.26894  3.64629  -6.80322
H  -2.20149  2.22414  -4.74083
N  0.05811  1.92506  10.30640
C  -0.08765  1.43651  9.25004
C  -0.25262  0.84912  7.93522
C  -0.78648  1.61695  6.89363
C  -0.82415  1.10559  5.59194
C  -0.34677  -0.19138  5.35831
C  0.09807  -1.00741  6.40427
C  0.16237  -0.47244  7.69715
N  -0.29730  -0.67269  4.03335
C  -0.16264  -2.00628  3.61945
C  -0.14916  -2.00455  2.25518
N  -0.18900  -0.69088  1.81948
C  -0.29179  0.08452  2.89829
H  -1.16188  2.60991  7.12542
H  -1.21903  1.69903  4.77203
H  0.43549  -2.03140  6.21670
H  0.53705  -1.06950  8.53400
H  -0.09543  -2.82814  4.30736
H  -0.09419  -2.83862  1.56781
H  -0.32867  1.16280  2.91726

Atom charges from the Mulliken analysis, given in e for atoms 1 to 5:
1 Rh 0.24
2 P 1.26
3 P 1.20
4 P 1.42
5 H 0.38



Calculated energy relative to the best compared isomer or geometry (same formula, charge and spin), 0.00, 123.40, 0.00 kJ/mol (same order as the records).